one) 2 unconnected molecules or ions with the total composition C3H9NO3, computed with ωB97M-V with the def2-TZVPD basis set.

Each line ends with the Löwdin charge.
Atoms and positions in Å:
H1 -0.1371 -2.4893 -1.3412  0.07
H2 1.3960 0.1775 -1.8947  0.15
H3 2.6075 2.2077 0.4146  0.11
N1 0.8448 0.3065 -1.0599  0.07
H4 0.2336 -1.9968 0.2875  0.07
C1 1.2176 1.2271 -0.1605  -0.62
H5 -1.1170 0.2388 -0.3165  0.10
H6 -1.9601 0.3313 3.2341  0.02
H7 -0.9507 -0.2292 -2.0021  0.11
O1 2.5319 1.5361 -0.2672  0.11
O2 0.4841 1.8811 0.5612  0.06
O3 -1.7620 0.1690 2.3313  -0.03
C2 -0.3903 -1.7625 -0.5643  -0.09
H8 -1.3723 -2.0662 -0.1707  0.07
H9 -1.1369 0.7734 1.9734  -0.01
C3 -0.4891 -0.3046 -1.0250  -0.20

## Properties
- total charge = 0
- frontier orbital gap (eV) = 10.755
- multiplicity = 1
- SMILES string = CCNC(=O)O.O


two) 2 unconnected molecules or ions with the total composition C3H9NO3, computed with ωB97M-V with the def2-TZVPD basis set.

Each line ends with the Löwdin charge.
Atoms and positions in Å:
O1 -1.6876 0.7827 -0.1994  0.07
C1 -1.0161 0.7154 0.7900  -0.22
H1 0.2040 0.4770 2.8927  0.05
H2 0.1071 1.3896 -3.6247  0.03
H3 -0.7696 -1.3515 1.2598  0.15
H4 -0.4366 2.0396 -2.3021  0.02
C2 0.7965 -0.7524 -0.0847  -0.19
H5 0.3958 -2.4713 -0.8871  0.08
H6 0.7008 -1.0846 2.8994  0.08
H7 0.3341 -0.3769 -0.9943  0.10
O2 1.0364 -2.1619 -0.2415  -0.07
N1 0.6253 -0.2452 2.3421  0.04
H8 -0.9995 1.5309 1.5404  0.13
C3 -0.1375 -0.4707 1.1108  -0.33
O3 0.2584 2.0685 -2.9677  -0.06
H9 1.7564 -0.3116 0.1622  0.12

## Properties
- total charge = 0
- frontier orbital gap (eV) = 10.365
- multiplicity = 1
- SMILES string = N[C@@H](C=O)CO.O


three) 2 unconnected molecules or ions with the total composition C3H9NO3, computed with ωB97M-V with the def2-TZVPD basis set.

Each line ends with the Löwdin charge.
Atoms and positions in Å:
H1 0.7398 1.3952 0.8419  0.12
C1 2.0914 0.2446 1.8902  -0.16
N1 1.5888 0.8367 0.7240  -0.14
O1 1.2614 -2.1480 -0.5804  0.07
H2 -5.7883 2.8381 0.8790  0.05
O2 -6.0257 1.8923 0.6634  -0.12
C2 0.8929 -1.0471 -0.9849  -0.44
C3 1.8097 0.1337 -0.5432  -0.15
H3 1.8522 -0.8338 1.9132  0.08
H4 -1.1237 -1.1035 -1.6686  0.16
H5 -5.1696 1.3899 0.8506  0.06
H6 3.1227 0.3419 2.0237  0.05
H7 2.8718 -0.2452 -0.5063  0.14
H8 1.5671 0.8464 2.7314  0.12
H9 1.8964 0.8516 -1.3319  0.10
O3 -0.2174 -0.6599 -1.7047  0.06

## Properties
- total charge = 0
- frontier orbital gap (eV) = 8.871
- multiplicity = 1
- SMILES string = CNCC(=O)O.O


The least stable of them is three).


one) 2 unconnected molecules or ions with the total composition C3H9NO3, computed with ωB97M-V with the def2-TZVPD basis set.

Each line ends with the Löwdin charge.
Atoms and positions in Å:
O1 0.2044 0.5952 -3.1678  -0.06
H1 0.1392 -1.5218 -0.6520  0.07
C1 1.1560 -0.1741 1.4175  -0.05
H2 1.8025 0.2094 0.6308  0.08
H3 1.2056 0.4998 2.2743  0.09
H4 1.5282 -1.1524 1.7324  0.08
C2 -0.9593 0.9170 0.5401  -0.48
O2 -0.1571 1.5595 -0.3693  0.07
H5 0.6689 -0.2079 -3.4272  0.03
H6 -0.1592 0.3768 -2.3014  0.00
N1 -0.6046 -1.3591 -0.0003  0.07
C3 -0.3040 -0.3672 1.0233  -0.37
H7 -0.7439 2.1493 -0.8604  0.13
O3 -2.0551 1.3296 0.7878  0.12
H8 -0.8835 -2.2154 0.4382  0.07
H9 -0.8382 -0.6387 1.9340  0.14

## Properties
- total charge = 0
- frontier orbital gap (eV) = 10.523
- multiplicity = 1
- SMILES string = C[C@H](N)C(=O)O.O


two) 2 unconnected molecules or ions with the total composition C3H9NO3, computed with ωB97M-V with the def2-TZVPD basis set.

Each line ends with the Löwdin charge.
Atoms and positions in Å:
H1 -1.1715 0.3037 -1.8823  0.08
O1 -1.4116 -1.3209 1.9248  0.11
C1 -0.5379 -0.8061 1.0316  -0.61
C2 -0.0558 1.2139 -0.2472  -0.22
H2 -1.1516 -2.2518 2.0239  0.13
H3 0.2471 2.2081 0.0685  0.11
O2 0.2734 -1.4981 0.4550  0.06
H4 0.8373 0.6481 -0.4949  0.11
H5 -0.6553 1.9535 -2.2335  0.07
H6 -1.3330 1.0227 1.4589  0.14
H7 2.3608 -1.5856 0.4515  0.00
H8 -1.9620 1.6652 -1.1226  0.07
C3 -0.9911 1.2848 -1.4411  -0.09
N1 -0.6844 0.5256 0.8798  0.08
H9 3.0889 -1.9931 -0.8015  0.03
O3 3.1466 -1.3699 -0.0708  -0.07

## Properties
- total charge = 0
- frontier orbital gap (eV) = 10.863
- multiplicity = 1
- SMILES string = CCNC(=O)O.O


The least stable of them is one).


one) 11 unconnected molecules or ions with the total composition C31H84O11, computed with ωB97M-V with the def2-TZVPD basis set.

Each line ends with the Löwdin charge.
Atoms and positions in Å:
H1 -15.0896 -15.4474 -12.3829  0.08
H2 -11.5153 -5.4458 -9.6060  0.14
H3 -16.2495 -10.5996 -9.0026  0.14
H4 -20.2812 -15.3120 -8.3484  0.08
H5 -15.8382 -13.7862 -15.4342  0.08
H6 -17.9734 -11.8289 -6.9396  0.02
C1 -19.8838 -8.6868 -12.9015  -0.50
O1 -18.4726 -11.1721 -6.4488  -0.06
C2 -14.6643 -6.5067 -7.1572  -0.49
H7 -12.0060 -11.9695 -9.5974  0.07
H8 -13.3093 -7.1034 -9.9375  0.05
H9 -11.9670 -13.9308 -15.7802  0.08
H10 -11.5796 -7.4248 -7.9630  0.05
H11 -19.7082 -13.2302 -12.7074  0.08
H12 -10.0714 -7.2884 -11.0367  0.09
H13 -9.1585 -11.0237 -7.7348  0.09
H14 -15.8675 -9.0302 -10.5090  0.07
C3 -20.6380 -12.0035 -6.6912  -0.06
C4 -19.6901 -10.8929 -7.1037  -0.50
H15 -18.1216 -10.0551 -10.2825  0.08
C5 -10.8347 -7.2961 -8.7482  -0.03
H16 -17.7435 -8.2965 -12.8381  0.07
H17 -14.0058 -14.5792 -13.4099  0.07
C6 -17.7189 -11.0464 -10.4908  -0.04
H18 -23.1287 -12.2773 -13.5089  0.08
C7 -20.3325 -9.5458 -6.7572  -0.05
H19 -19.9777 -9.6378 -12.3771  0.12
H20 -19.6856 -14.8457 -13.5487  0.09
H21 -9.9384 -11.9820 -14.5660  0.07
H22 -20.2481 -13.0074 -6.8596  0.06
H23 -21.4020 -11.6409 -13.3794  0.07
O2 -19.7313 -9.1530 -14.2211  -0.07
H24 -11.0424 -10.9388 -6.0502  0.08
H25 -14.0710 -4.8206 -6.3155  0.08
H26 -22.0914 -12.4486 -12.0256  0.08
H27 -14.9650 -11.8332 -6.6069  0.06
O3 -13.6970 -5.5880 -6.7545  -0.06
H28 -11.5725 -12.5684 -6.0688  0.08
C8 -12.5339 -7.0284 -10.6998  -0.04
H29 -18.1797 -11.8159 -9.8713  0.07
C9 -18.6603 -7.8287 -12.4791  -0.04
H30 -16.4020 -12.7916 -8.5054  0.04
O4 -16.9686 -13.0486 -7.7743  -0.10
H31 -22.9569 -14.9309 -12.6883  0.10
C10 -20.1177 -13.8458 -13.5083  -0.07
H32 -12.4020 -8.0243 -11.1229  0.07
C11 -14.8158 -14.4393 -12.6941  -0.03
C12 -10.6822 -12.1901 -7.9213  -0.51
H33 -15.4186 -14.2866 -7.2540  0.13
H34 -21.9971 -14.1038 -14.5167  0.14
C13 -16.4376 -14.1600 -14.6041  -0.06
C14 -14.2280 -7.9747 -7.1079  -0.05
H35 -14.1550 -8.3966 -8.1103  0.05
H36 -12.7458 -6.4269 -11.5838  0.08
C15 -16.2986 -10.9432 -10.0358  -0.45
H37 -17.4959 -13.9393 -14.7438  0.06
H38 -18.1283 -14.0669 -5.6863  0.07
H39 -19.6402 -8.7125 -6.8769  0.07
H40 -14.9961 -6.2622 -8.1663  0.12
H41 -21.0910 -6.9270 -13.3352  0.08
C16 -17.1603 -14.5475 -5.8275  -0.03
C17 -19.9987 -14.8554 -9.2971  -0.17
C18 -11.3084 -6.4621 -9.9410  -0.54
C19 -15.8653 -6.2232 -6.1722  -0.05
C20 -15.3962 -9.9632 -10.8179  -0.04
H42 -17.4565 -15.4281 -6.3975  0.07
H43 -10.4927 -13.2368 -8.1594  0.14
C21 -12.5564 -13.0241 -15.9169  -0.03
H44 -21.5488 -11.8737 -7.2757  0.08
C22 -10.7660 -11.9256 -6.4215  -0.06
O5 -15.7567 -12.2652 -10.1994  -0.08
C23 -22.1219 -12.4154 -13.1147  -0.02
H45 -12.7100 -12.9008 -16.9890  0.07
H46 -16.6383 -6.8539 -6.6112  0.07
H47 -11.6528 -11.0766 -13.0367  0.07
H48 -20.6072 -9.3965 -5.7130  0.08
O6 -15.7548 -12.3007 -13.2857  -0.08
H49 -20.7590 -12.0228 -5.6080  0.09
C24 -12.3072 -11.6556 -13.6882  -0.06
C25 -11.8859 -11.7652 -15.1835  -0.39
H50 -19.7568 -13.2686 -14.3596  0.08
O7 -10.3449 -6.3820 -10.8774  -0.03
H51 -13.2253 -7.9665 -6.6804  0.07
H52 -21.9231 -8.4932 -13.5233  0.08
H53 -21.2752 -9.5882 -7.3028  0.08
H54 -15.5712 -12.4443 -11.1241  0.04
H55 -19.9539 -8.3423 -14.6845  0.08
C26 -21.2028 -7.9319 -12.9281  -0.06
H56 -16.2752 -11.8661 -5.5584  0.07
H57 -12.8780 -12.2592 -8.1311  0.07
H58 -14.7952 -8.6346 -6.4514  0.08
H59 -19.4204 -15.5712 -9.8812  0.08
H60 -12.2643 -10.6995 -8.5633  0.07
H61 -15.3261 -10.0815 -11.8992  0.07
H62 -14.4462 -13.8944 -11.8254  0.06
H63 -13.4761 -13.1758 -15.3518  0.03
C27 -16.1904 -13.7140 -6.7396  -0.38
H64 -10.6501 -8.2874 -9.1622  0.07
H65 -21.4990 -7.7922 -11.8884  0.08
O8 -10.4665 -12.1014 -15.3588  -0.10
H66 -20.9892 -14.3588 -10.8072  0.02
H67 -9.9535 -6.8654 -8.2727  0.09
O9 -22.0053 -14.8100 -12.6524  -0.06
C28 -16.0981 -13.6794 -13.2286  -0.45
O10 -21.2139 -14.4498 -9.8783  -0.12
H68 -16.3056 -15.2256 -14.7915  0.09
O11 -9.6723 -11.4135 -8.4460  -0.04
H69 -16.8239 -14.9419 -4.8687  0.08
H70 -19.3256 -14.0327 -9.0559  0.05
C29 -15.5316 -12.5338 -5.9935  -0.06
H71 -16.2576 -11.8586 -13.9736  0.10
H72 -13.3365 -11.2990 -13.7281  0.06
C30 -21.5979 -13.7982 -13.5496  -0.50
H73 -9.8319 -12.1061 -5.8895  0.08
H74 -16.1667 -5.1764 -6.1343  0.07
H75 -15.5423 -6.5849 -5.1960  0.08
H76 -12.2603 -12.6538 -13.2527  0.07
H77 -16.8931 -13.8076 -12.4939  0.13
C31 -11.9969 -11.7556 -8.5286  -0.06
H78 -19.6131 -10.9995 -8.1857  0.12
H79 -17.8372 -11.3528 -11.5301  0.08
H80 -14.3631 -9.8798 -10.4805  0.06
H81 -14.8334 -12.7750 -5.1919  0.07
H82 -18.7084 -7.7669 -11.3920  0.07
H83 -18.6419 -6.7936 -12.8200  0.08
H84 -11.9863 -10.7685 -15.6133  0.12

## Properties
- total charge = 0
- frontier orbital gap (eV) = 9.760
- multiplicity = 1
- SMILES string = CC(C)O.CC(C)O.CC(C)O.CC(C)O.CC(C)O.CC(C)O.CC(C)O.CC(C)O.CC(C)O.CC(C)O.CO


two) 11 unconnected molecules or ions with the total composition C31H84O11, computed with ωB97M-V with the def2-TZVPD basis set.

Each line ends with the Löwdin charge.
Atoms and positions in Å:
H1 0.2782 -2.1063 5.0303  0.07
H2 -3.8962 1.6554 1.0548  -0.03
C1 4.7200 2.0955 3.0180  -0.05
H3 5.1154 2.3026 2.0586  0.05
O1 1.5045 -4.7425 3.7336  -0.08
C2 2.9745 -3.0167 -3.7136  -0.46
H4 3.1226 -3.0776 2.4374  0.11
C3 3.5230 -0.1344 2.2941  -0.02
H5 3.6003 0.7521 -2.1451  0.10
H6 3.9486 0.0471 1.3745  0.01
H7 -0.4932 -1.6986 0.3421  0.07
H8 2.3284 0.5702 4.3863  -0.02
H9 0.4962 -0.7515 6.2812  0.08
C4 4.4770 0.6890 -1.3430  -0.02
C5 -0.1446 -1.2714 5.5955  -0.04
H10 -2.8742 -4.1610 -2.5286  0.07
H11 -4.2045 -0.8742 0.2403  0.08
H12 0.5715 1.1450 -2.2991  0.13
H13 -2.2743 -1.4968 -0.9209  -0.03
H14 3.9843 -4.1524 -2.2171  0.06
H15 5.4268 1.6460 3.6397  0.06
H16 -3.6553 1.2915 -4.5080  0.14
H17 2.8006 -0.8400 -3.2553  0.12
H18 -5.7309 -1.8311 -1.8411  0.05
H19 4.6554 3.1059 3.4337  0.08
H20 5.8903 -0.6132 -3.4245  0.10
C6 -1.8691 3.5739 4.6218  0.00
C7 0.2252 -1.0146 -0.1751  -0.01
O2 4.1610 -2.9091 -4.4836  -0.08
H21 -4.8927 3.4406 0.7725  0.12
H22 -1.9225 2.6379 5.1659  0.04
O3 5.4679 2.4353 -2.4834  0.04
H23 4.6175 -0.3358 -1.0412  0.05
H24 1.2009 -0.8785 0.3705  0.08
H25 2.6569 -3.1827 -1.4509  0.07
H26 4.6496 0.6909 -4.1038  0.10
H27 -0.3013 0.9664 3.4824  0.00
C8 -0.7457 0.9394 -4.4326  -0.04
H28 -1.4862 0.4081 5.2531  0.17
H29 -1.3880 2.6239 -5.7126  0.13
H30 0.6750 2.7305 4.4231  0.15
H31 -0.5190 0.7011 0.8088  0.11
O4 -1.0288 2.5280 2.4517  -0.01
C9 -0.7776 -0.3250 4.5920  -0.46
H32 -2.5507 -1.5334 3.8154  0.08
H33 -2.2006 -0.1650 3.0522  0.07
C10 5.5849 0.4598 -3.5279  -0.07
O5 -3.3775 2.3470 0.9960  -0.03
H34 -4.6245 3.6067 -1.6566  0.04
C11 0.4336 -5.1690 1.7076  -0.05
O6 -4.6698 -0.2384 0.8820  -0.17
H35 -4.4423 2.0088 -1.1269  0.07
C12 -3.0458 1.1219 -5.6225  -0.07
C13 -3.5442 -2.0951 -2.2523  -0.35
H36 -1.7552 2.6816 1.9586  -0.01
H37 6.3971 1.1071 -1.7604  0.08
C14 0.5500 1.4199 -1.0682  -0.01
C15 -0.3600 0.4970 -0.2232  -0.45
C16 3.4953 -3.1785 -2.2016  -0.05
H38 4.1268 -0.7197 2.8869  0.05
H39 -3.7472 1.7364 -6.2087  0.06
H40 5.4806 2.9279 -1.7114  0.08
O7 -1.5541 0.3479 -0.8298  -0.05
H41 -1.5539 4.2324 5.3561  0.03
C17 -1.6591 -0.9964 3.5056  -0.03
H42 -3.8020 5.6434 -0.0581  0.06
H43 -2.0991 1.0804 -0.5751  0.06
H44 -0.4478 -5.2369 2.1776  0.07
C18 -3.9538 3.4551 0.3195  -0.42
H45 -3.2935 5.2751 1.4571  0.08
H46 -5.0191 -3.4238 -2.1063  0.08
O8 3.1311 0.9477 4.4125  0.01
H47 -2.9556 3.7665 4.2593  0.10
H48 4.9665 -3.4229 -4.2325  0.11
H49 -1.5857 -3.0536 -2.5904  0.05
H50 0.6060 -3.1738 2.4161  0.14
H51 -2.9755 3.2592 -1.5616  0.13
H52 1.8231 -1.5427 -4.7375  0.04
H53 -2.5002 -3.2759 -3.9615  0.06
O9 0.2298 0.3753 3.9414  -0.04
H54 -0.7844 -1.7883 6.2838  0.07
H55 -1.2067 4.3902 2.8025  0.08
C19 -0.9040 3.5885 3.2944  -0.50
C20 2.5130 -3.7412 1.7039  -0.03
H56 2.3411 -3.8196 -3.9150  0.10
H57 1.0656 3.7717 2.7671  0.05
H58 -1.3481 1.2264 -3.4625  0.10
C21 -3.2545 4.8568 0.4231  -0.03
H59 -5.3780 -1.7660 2.3449  0.08
H60 3.2361 -4.4164 1.5035  0.04
C22 -2.5876 -3.2040 -2.9186  -0.01
O10 -0.9543 1.0959 -6.8064  -0.10
C23 -4.0359 2.9759 -1.1245  -0.04
C24 2.0729 -1.7306 -3.7479  -0.04
C25 5.6189 1.1616 -2.3156  -0.66
H61 2.1581 -3.2072 0.8826  0.03
H62 -3.1598 -1.1934 -2.8046  0.13
C26 3.4357 1.2573 3.0791  -0.46
H63 4.3133 -2.3762 -2.2313  0.08
H64 1.4132 1.6424 -0.6812  -0.02
H65 -5.3237 -2.4779 -3.3563  0.07
H66 -1.3354 -1.4972 2.6842  0.02
H67 -0.5248 0.0594 -4.4183  -0.06
H68 0.5525 4.5637 4.2609  0.09
C27 1.1894 -4.1569 2.3656  -0.41
H69 0.2958 -4.8247 0.8124  0.04
H70 -0.0741 1.5262 -6.9422  0.11
H71 -2.2318 4.8304 -0.0774  0.10
C28 0.5266 3.6612 3.6307  -0.04
O11 -3.1266 -1.7423 -0.8626  -0.06
H72 0.7097 -4.4084 4.2031  0.07
H73 -5.9709 -0.1085 2.4376  0.08
H74 1.1787 -1.9416 -3.1839  0.05
C29 -5.0292 -2.3713 -2.3525  -0.02
H75 6.4686 0.9128 -4.2474  0.15
H76 2.7231 1.7997 2.3576  0.14
H77 -6.4881 -1.2353 0.9830  0.11
H78 0.3267 1.4811 -4.4554  0.13
C30 -5.5888 -0.8599 1.6958  -0.21
H79 -3.0007 0.0353 -6.0024  0.10
H80 0.1456 2.4719 -1.0371  0.09
C31 -1.5933 1.5514 -5.5999  -0.49
H81 2.4452 -0.3692 2.0417  0.08
H82 4.2572 1.2078 -0.3961  0.06
H83 0.8038 -6.0287 1.5971  0.04
H84 0.1350 -1.4374 -1.1295  0.03

## Properties
- total charge = 0
- frontier orbital gap (eV) = 9.891
- multiplicity = 1
- SMILES string = CC(C)O.CC(C)O.CC(C)O.CC(C)O.CC(C)O.CC(C)O.CC(C)O.CC(C)O.CC(C)O.CC(C)O.CO


The least stable of them is two).


one) A gas-phase ion, C4H3O3S (charge -1), computed with ωB97M-V with the def2-TZVPD basis set.

Each line ends with the Löwdin charge.
Atoms and positions in Å:
C1 0.0282 0.8980 0.2247  -0.55
H1 1.3888 -0.3406 1.5002  0.15
H2 -2.8056 1.4226 -0.6590  -0.19
O1 0.1768 2.1094 0.2582  -0.02
C2 1.0795 -0.1974 0.4364  -0.19
H3 2.0754 -0.4306 -1.3957  0.04
C3 -1.0248 0.0087 0.0115  -0.46
O2 -0.1654 -2.4244 -0.0276  0.00
S1 -2.8537 0.2649 0.0000  0.63
O3 2.1853 -0.0727 -0.5456  -0.04
C4 -0.0845 -1.2378 0.1969  -0.37

## Properties
- total charge = -1
- frontier orbital gap (eV) = 6.895
- multiplicity = 1
- SMILES string = O=C1C(S)=C([O-])[C@@H]1O


two) 2 unconnected molecules or ions with the total composition C4H3O3S, computed with ωB97M-V with the def2-TZVPD basis set.

Each line ends with the Löwdin charge.
Atoms and positions in Å:
H1 0.0817 2.1820 0.7389  0.05
C1 -0.1001 1.1014 0.8596  -0.22
C2 0.1237 0.2296 -0.2284  -0.20
H2 -0.5945 0.7962 3.0479  0.10
C3 -0.5163 -0.9937 1.5431  -0.24
O1 -0.3146 -0.4372 -3.7375  -0.52
H3 -0.8866 -1.9316 2.1276  0.11
O2 2.0712 -0.5239 -3.3060  -0.51
C4 -0.4590 0.3127 2.0024  -0.18
S1 0.8749 0.2644 -3.2498  0.76
O3 -0.2804 -1.0000 0.2023  -0.16

## Properties
- total charge = -1
- frontier orbital gap (spin up / spin down) (eV) = 6.758 / 6.756
- multiplicity = 1


The least stable of them is two).